Formula: C30H60N4O11P3
Source: the Open Molecules 2025 dataset
Level of theory: ωB97M-V/def2-TZVPD

As for the max |F|: 6.79 eV/A. As for the electronic energy: -88428.9649 eV. The calculation puts the LUMO energy at -2.6 eV.

The geometry in ORCA input format:
```
! wB97M-V def2-TZVPD RIJCOSX def2/J DEFGRID3
* xyz 1 1
C -4.604 -3.498 4.019
C -3.499 -3.043 3.054
C -4.093 -2.931 1.630
C -4.721 -1.557 1.407
C -5.191 -1.248 -0.031
C -4.302 -1.751 -1.173
C -3.117 -0.841 -1.563
C -2.453 -0.075 -0.419
C -1.579 1.076 -1.002
C -2.408 2.361 -0.954
C -1.867 3.504 -1.806
C -0.469 4.019 -1.450
C -0.343 4.662 -0.110
N -1.040 4.321 0.972
C -0.678 5.143 1.970
N -1.198 5.113 3.196
P -2.452 3.941 3.731
O -2.024 2.572 3.015
O -3.780 4.470 2.973
N 0.254 5.987 1.487
N 0.479 5.685 0.184
C 1.396 6.394 -0.689
C 2.863 5.954 -0.526
C 2.998 4.486 -0.904
O 3.557 6.844 -1.357
C 4.883 6.459 -1.703
C 5.782 6.178 -0.527
C 6.720 5.168 -0.646
C 7.610 4.877 0.372
C 7.558 5.631 1.533
C 6.615 6.627 1.676
C 5.732 6.909 0.650
H -5.525 -2.975 3.762
H -4.345 -3.256 5.049
H -4.735 -4.575 3.929
H -2.706 -3.788 2.966
H -3.049 -2.099 3.363
H -4.779 -3.755 1.434
H -3.238 -3.019 0.954
H -4.068 -0.772 1.789
H -5.621 -1.514 2.031
H -5.243 -0.157 -0.127
H -6.215 -1.597 -0.168
H -4.943 -1.810 -2.057
H -3.926 -2.760 -1.017
H -3.373 -0.134 -2.357
H -2.343 -1.492 -1.977
H -3.177 0.408 0.239
H -1.824 -0.724 0.192
H -1.348 0.799 -2.032
H -0.677 1.155 -0.390
H -3.389 2.096 -1.362
H -2.567 2.637 0.086
H -1.789 3.114 -2.824
H -2.598 4.312 -1.861
H -0.214 4.782 -2.189
H 0.296 3.246 -1.542
H -0.905 5.797 3.874
H -2.218 2.521 2.067
H -3.884 4.127 2.073
H 0.709 6.731 1.992
H 1.123 6.264 -1.731
H 1.342 7.457 -0.450
H 3.127 6.042 0.537
H 2.311 3.847 -0.350
H 4.003 4.103 -0.733
H 2.798 4.344 -1.970
H 5.301 7.319 -2.230
H 4.907 5.641 -2.427
H 6.776 4.583 -1.558
H 8.353 4.100 0.259
H 8.265 5.433 2.327
H 6.569 7.200 2.592
H 5.008 7.709 0.750
C 3.384 -2.046 -2.038
O 2.846 -2.905 -3.060
P 1.680 -2.308 -4.015
O 0.433 -2.314 -3.229
O 1.791 -3.488 -5.096
C 2.477 -4.724 -4.917
O 1.485 -1.229 -5.215
C 2.046 0.083 -5.059
H 4.154 -2.605 -1.515
H 3.833 -1.152 -2.473
H 2.600 -1.764 -1.334
H 1.981 -5.334 -4.162
H 3.518 -4.564 -4.647
H 2.439 -5.245 -5.870
H 3.133 0.039 -4.967
H 1.621 0.581 -4.182
H 1.795 0.654 -5.948
C -2.645 -8.246 0.639
O -1.430 -7.883 1.322
P -1.298 -8.279 2.901
O -2.094 -7.245 3.604
O 0.292 -7.979 2.928
C 1.038 -7.369 1.883
O -1.018 -9.410 4.052
C -1.801 -10.619 4.048
H -2.549 -7.919 -0.392
H -2.797 -9.326 0.652
H -3.498 -7.746 1.101
H 0.746 -6.325 1.759
H 0.923 -7.904 0.944
H 2.084 -7.407 2.180
H -1.641 -11.189 3.132
H -2.863 -10.389 4.160
H -1.477 -11.219 4.892
*
```

***

Formula: C30H60O10
Source: the Open Molecules 2025 dataset
Level of theory: ωB97M-V/def2-TZVPD

As for the max |F|: 13.38 eV/A. As for the electronic energy: -52522.9339 eV. The calculation puts the LUMO energy at 0.1 eV.

The geometry in ORCA input format:
```
! wB97M-V def2-TZVPD RIJCOSX def2/J DEFGRID3
* xyz 0 1
C -3.111 3.686 -1.808
C -4.327 3.768 -2.808
O -4.500 4.828 -3.475
C -5.072 2.491 -3.053
H -2.295 3.125 -2.222
H -3.360 3.195 -0.763
H -2.865 4.660 -1.843
H -4.497 1.593 -2.948
H -5.366 2.402 -4.069
H -5.899 2.920 -2.470
C 1.259 -1.292 3.282
C 1.543 -1.647 1.769
O 2.612 -1.145 1.336
C 0.578 -2.662 1.153
H 1.968 -1.857 3.945
H 0.452 -1.709 3.749
H 1.250 -0.159 3.714
H 0.939 -3.033 0.070
H -0.298 -2.143 1.165
H 0.132 -3.444 1.646
C 1.637 -2.283 -0.070
C 2.602 -3.441 -0.132
O 2.279 -4.488 0.405
C 3.917 -3.450 -1.064
H 1.016 -1.847 0.767
H 1.012 -2.546 -0.866
H 2.037 -1.286 -0.352
H 4.522 -4.307 -0.963
H 4.506 -2.445 -1.069
H 3.552 -3.628 -2.141
C 2.492 2.438 1.927
C 1.648 2.762 0.737
O 0.576 3.346 0.802
C 2.096 2.190 -0.710
H 2.518 1.347 1.938
H 2.329 2.920 3.009
H 3.341 2.762 1.644
H 3.103 2.689 -1.251
H 1.213 2.458 -1.330
H 2.139 0.957 -0.480
C 5.581 -0.065 0.924
C 5.355 -1.074 -0.413
O 6.049 -2.090 -0.574
C 4.459 -0.549 -1.421
H 6.254 -0.467 1.566
H 4.781 -0.092 1.525
H 5.805 0.917 0.505
H 3.323 -0.419 -1.240
H 4.740 -1.255 -2.241
H 4.617 0.493 -1.837
C -2.263 1.725 3.126
C -2.440 2.365 4.506
O -3.488 2.927 4.849
C -1.211 2.329 5.361
H -1.569 2.182 2.408
H -3.367 1.762 2.775
H -1.895 0.838 3.308
H -1.424 2.775 6.390
H -0.361 2.946 4.801
H -0.893 1.277 5.524
C -1.598 -4.181 0.948
C -2.871 -4.447 1.564
O -3.945 -4.210 1.039
C -2.868 -5.014 2.954
H -1.880 -4.093 -0.143
H -1.159 -5.204 1.086
H -0.879 -3.252 1.316
H -2.417 -5.889 2.911
H -3.944 -4.936 3.320
H -2.230 -4.249 3.590
C -4.425 -2.142 1.244
C -4.978 -1.129 0.228
O -4.988 0.095 0.498
C -5.476 -1.523 -1.120
H -4.381 -3.228 1.081
H -4.929 -2.331 2.091
H -3.267 -1.876 1.387
H -6.163 -2.189 -0.833
H -4.719 -1.929 -1.696
H -5.658 -0.648 -1.648
C -0.268 -0.206 -2.337
C -1.149 -0.537 -1.219
O -1.636 -1.634 -1.173
C -1.414 0.574 -0.131
H -0.608 0.557 -3.051
H 0.090 -1.136 -2.726
H 0.651 0.398 -2.197
H -1.737 1.606 -0.462
H -0.466 0.808 0.353
H -2.046 0.286 0.661
C 3.529 4.397 -3.357
C 2.768 3.358 -4.204
O 2.013 2.592 -3.695
C 3.096 3.311 -5.757
H 4.423 4.091 -3.182
H 3.049 4.406 -2.411
H 3.419 5.327 -3.810
H 3.056 2.382 -6.150
H 4.059 3.718 -5.945
H 2.251 3.870 -6.023
*
```

***

Formula: C30H60O14
Source: the Open Molecules 2025 dataset
Level of theory: ωB97M-V/def2-TZVPD

As for the max |F|: 4.54 eV/A. As for the electronic energy: -60747.0293 eV. The calculation puts the LUMO energy at 0.4 eV. Its SMILES is CCOC(C)=O.CCOC(C)=O.CCOC(C)=O.CCOC(C)=O.CCOC(C)=O.CCOC(C)=O.CC(C)=O.CC(C)=O.

The geometry in ORCA input format:
```
! wB97M-V def2-TZVPD RIJCOSX def2/J DEFGRID3
* xyz 0 1
C -0.389 3.216 -2.157
C 0.034 2.636 -3.500
O -1.012 2.821 -4.465
C -0.758 2.489 -5.759
C -1.976 2.707 -6.601
O 0.261 2.029 -6.256
H -1.082 2.501 -1.714
H -0.921 4.165 -2.213
H 0.494 3.336 -1.529
H 0.849 3.261 -3.865
H 0.394 1.619 -3.345
H -1.975 3.726 -6.987
H -2.925 2.510 -6.104
H -1.964 1.896 -7.329
C 1.284 -2.861 -1.652
C 1.971 -4.226 -1.908
O 0.991 -5.254 -1.632
C 1.251 -6.522 -1.834
C 0.077 -7.418 -1.516
O 2.241 -6.950 -2.400
H 2.116 -2.203 -1.402
H 0.559 -2.906 -0.839
H 0.722 -2.476 -2.503
H 2.253 -4.405 -2.945
H 2.876 -4.218 -1.300
H -0.755 -6.863 -1.083
H 0.362 -8.068 -0.689
H -0.193 -8.030 -2.377
C 0.210 7.440 -0.661
C -0.190 7.210 0.824
O -1.460 6.643 1.034
C -1.591 5.295 1.428
C -3.011 4.841 1.774
O -0.617 4.530 1.610
H -0.396 8.290 -0.975
H 0.005 6.566 -1.279
H 1.275 7.662 -0.726
H 0.604 6.560 1.193
H 0.022 8.158 1.319
H -3.391 4.166 1.008
H -3.819 5.556 1.931
H -2.836 4.256 2.677
C 2.937 -3.708 8.676
C 2.004 -3.114 7.692
O 2.146 -1.670 7.652
C 1.822 -1.103 6.530
C 1.946 0.409 6.662
O 1.370 -1.522 5.478
H 2.815 -4.788 8.754
H 2.888 -3.263 9.670
H 3.950 -3.465 8.355
H 2.306 -3.572 6.750
H 0.967 -3.383 7.890
H 3.012 0.635 6.704
H 1.367 0.833 7.483
H 1.601 0.891 5.748
C -1.788 -4.107 0.341
C -2.369 -3.312 -0.830
O -2.764 -4.205 -1.926
C -3.971 -4.692 -1.981
C -4.272 -5.623 -3.134
O -4.939 -4.477 -1.254
H -2.557 -4.298 1.090
H -1.042 -3.506 0.862
H -1.314 -5.038 0.031
H -3.168 -2.642 -0.511
H -1.611 -2.671 -1.280
H -5.284 -6.028 -3.145
H -3.458 -6.347 -3.091
H -4.398 -5.049 -4.053
C 4.256 0.021 -3.133
C 3.144 0.779 -2.343
O 2.996 2.143 -2.732
C 3.325 3.152 -1.863
C 3.219 4.480 -2.479
O 3.654 2.998 -0.691
H 5.172 0.601 -3.022
H 4.147 0.174 -4.207
H 4.366 -1.030 -2.864
H 2.191 0.269 -2.484
H 3.273 0.709 -1.263
H 4.068 4.834 -3.063
H 3.010 5.257 -1.743
H 2.384 4.545 -3.177
C 0.684 0.376 2.708
C 0.514 0.165 1.261
C 1.027 1.298 0.396
O -0.129 -0.830 0.790
H 0.259 1.371 2.838
H 1.709 0.383 3.081
H 0.096 -0.364 3.251
H 0.988 0.958 -0.639
H 2.069 1.393 0.702
H 0.446 2.211 0.530
C -3.410 -0.066 -0.329
C -4.027 -0.412 1.013
C -3.215 0.025 2.210
O -5.088 -0.957 1.149
H -3.273 1.015 -0.286
H -4.064 -0.194 -1.191
H -2.466 -0.596 -0.450
H -3.815 -0.162 3.101
H -3.030 1.098 2.260
H -2.270 -0.518 2.251
*
```

***

Formula: C30H60O30
Source: the Open Molecules 2025 dataset
Level of theory: ωB97M-V/def2-TZVPD

As for the max |F|: 2.81 eV/A. As for the electronic energy: -93505.2450 eV. The calculation puts the LUMO energy at 0.5 eV. Its SMILES is COC(=O)OC.COC(=O)OC.COC(=O)OC.COC(=O)OC.COC(=O)OC.COC(=O)OC.COC(=O)OC.COC(=O)OC.COC(=O)OC.COC(=O)OC.

The geometry in ORCA input format:
```
! wB97M-V def2-TZVPD RIJCOSX def2/J DEFGRID3
* xyz 0 1
C -8.461 2.373 -2.364
O -7.218 1.709 -2.284
C -6.199 2.056 -3.094
O -6.199 3.016 -3.825
O -5.266 1.153 -2.959
C -4.089 1.257 -3.779
H -9.222 1.794 -2.891
H -8.350 3.253 -3.002
H -8.810 2.615 -1.365
H -4.104 1.609 -4.805
H -3.790 0.209 -3.732
H -3.242 1.703 -3.262
C -0.820 3.047 -2.704
O -1.264 2.993 -1.379
C -2.520 3.053 -0.998
O -2.877 2.779 0.125
O -3.330 3.547 -1.925
C -4.700 3.764 -1.618
H 0.120 3.579 -2.811
H -1.460 3.669 -3.343
H -0.863 2.062 -3.165
H -5.053 4.377 -2.441
H -4.792 4.234 -0.638
H -5.290 2.852 -1.516
C 0.537 0.279 -0.027
O 0.052 0.687 -1.299
C -0.783 -0.100 -2.003
O -1.267 0.241 -3.051
O -0.886 -1.290 -1.455
C -1.153 -2.456 -2.241
H -0.120 0.712 0.724
H 1.547 0.656 0.126
H 0.599 -0.802 0.088
H -1.946 -3.051 -1.803
H -0.258 -2.975 -2.580
H -1.541 -2.124 -3.210
C 4.466 -0.512 2.459
O 4.508 0.853 2.880
C 5.057 1.078 4.074
O 5.506 0.215 4.795
O 5.150 2.369 4.258
C 5.673 2.830 5.494
H 3.760 -1.121 3.030
H 5.432 -1.003 2.549
H 4.053 -0.516 1.454
H 4.990 2.790 6.343
H 6.025 3.842 5.317
H 6.511 2.216 5.825
C 1.685 -1.351 -5.509
O 1.224 -2.425 -4.715
C 1.391 -3.644 -5.241
O 2.050 -3.909 -6.208
O 0.876 -4.537 -4.414
C 1.345 -5.856 -4.335
H 1.230 -1.433 -6.497
H 2.774 -1.433 -5.532
H 1.459 -0.361 -5.121
H 1.439 -6.241 -5.355
H 0.706 -6.516 -3.758
H 2.360 -5.884 -3.928
C 2.768 3.191 1.417
O 2.189 3.023 0.133
C 2.900 2.694 -0.908
O 4.113 2.582 -0.909
O 2.157 2.638 -2.004
C 2.639 1.967 -3.170
H 2.624 4.253 1.633
H 3.838 3.015 1.490
H 2.157 2.575 2.073
H 2.954 0.929 -3.054
H 3.522 2.534 -3.466
H 1.853 1.964 -3.918
C 2.519 -2.825 -1.200
O 3.887 -2.484 -1.395
C 4.240 -1.435 -2.157
O 3.492 -0.647 -2.652
O 5.563 -1.518 -2.282
C 6.236 -0.634 -3.168
H 2.516 -3.136 -0.151
H 2.355 -3.748 -1.756
H 1.829 -1.996 -1.333
H 5.577 0.140 -3.562
H 6.587 -1.207 -4.026
H 7.053 -0.186 -2.608
C 1.548 0.487 5.390
O 0.610 1.533 5.195
C 0.216 1.765 3.947
O 0.507 1.153 2.954
O -0.389 2.947 3.946
C -1.011 3.305 2.713
H 1.609 0.201 6.439
H 2.539 0.834 5.098
H 1.360 -0.472 4.904
H -1.467 4.286 2.787
H -1.784 2.567 2.493
H -0.367 3.261 1.834
C -3.398 -0.167 0.977
O -3.896 -1.029 2.013
C -3.643 -2.312 1.952
O -2.867 -2.827 1.173
O -4.261 -2.908 2.971
C -4.007 -4.294 3.161
H -4.174 0.587 0.830
H -3.454 -0.711 0.036
H -2.473 0.343 1.224
H -3.012 -4.489 3.558
H -4.083 -4.800 2.197
H -4.786 -4.714 3.792
C -0.088 -2.030 2.689
O 0.511 -2.647 3.829
C -0.161 -2.786 4.998
O 0.366 -2.925 6.059
O -1.462 -2.603 4.795
C -2.328 -2.398 5.881
H -0.322 -2.809 1.964
H 0.643 -1.373 2.226
H -0.995 -1.487 2.938
H -1.810 -2.000 6.756
H -2.717 -3.374 6.184
H -3.174 -1.736 5.714
*
```

***

Question: The highest max |F| belongs to which entry?
Answer: C30H60O10